1.
9 unconnected molecules or ions with the total composition C37H77BrCl16NO3P2 at a distorted geometry, computed with wB97M-V/def2-TZVPD.

Each line ends with the Löwdin charge.
Geometry (Å):
C  6.225  2.638  1.553  -0.21
C  4.852  2.021  0.825  -0.24
C  5.270  1.721  -0.733  -0.32
C  4.426  0.449  -1.412  -0.20
C  3.036  1.120  -2.003  -0.22
C  2.200  0.157  -3.031  -0.19
C  0.575  0.214  -2.710  -0.21
C  -0.358  0.533  -4.018  -0.24
C  -0.802  2.140  -4.146  -0.19
C  -2.204  2.450  -3.358  -0.22
C  -2.141  3.649  -2.248  -0.20
C  -0.844  3.623  -1.247  -0.19
C  -1.216  3.056  0.283  -0.14
C  -1.465  1.456  0.154  -0.22
N  -2.459  0.830  1.085  -0.43
P  -3.354  -0.273  -0.052  0.99
P  -2.745  -2.349  0.191  0.56
O  -3.718  -3.099  1.222  -0.40
O  -3.057  -3.137  -1.371  -0.24
O  -1.051  -2.596  0.512  -0.24
C  -1.720  0.151  2.257  -0.15
C  -2.813  -0.429  3.351  -0.12
C  -4.106  0.491  2.859  -0.13
C  -3.546  1.614  1.762  -0.30
C  -4.620  2.507  0.915  -0.19
C  -6.145  2.510  1.603  -0.68
C  -6.879  3.983  1.312  -0.17
Br  -7.354  1.123  0.795  0.63
H  6.643  1.891  2.364  0.03
H  5.949  3.663  2.052  0.01
H  7.012  2.876  0.708  0.01
H  4.041  2.879  0.942  0.09
H  4.487  1.088  1.430  0.10
H  4.970  2.673  -1.356  0.03
H  6.407  1.465  -0.871  0.08
H  5.056  -0.134  -2.208  0.11
H  4.104  -0.225  -0.504  0.10
H  2.415  1.455  -1.040  0.11
H  3.257  2.131  -2.594  0.12
H  2.331  0.501  -4.142  0.12
H  2.570  -0.944  -2.889  0.11
H  0.440  0.972  -1.830  0.06
H  0.314  -0.860  -2.259  0.10
H  -1.368  -0.094  -3.939  0.09
H  0.150  0.174  -5.027  0.02
H  -1.038  2.283  -5.308  0.10
H  0.079  2.874  -3.910  0.11
H  -3.018  2.778  -4.165  0.12
H  -2.608  1.411  -2.935  0.09
H  -2.250  4.669  -2.828  0.12
H  -3.114  3.527  -1.568  0.10
H  0.120  3.122  -1.692  0.10
H  -0.549  4.766  -1.064  0.13
H  -0.230  3.263  0.921  0.14
H  -2.118  3.706  0.635  0.10
H  -1.727  1.118  -0.961  0.07
H  -0.415  0.929  0.375  0.15
H  -4.790  -0.243  0.260  -0.03
H  -2.170  -3.158  -1.877  0.09
H  -0.572  -2.857  -0.340  0.09
H  -0.765  -0.476  2.009  0.14
H  -1.272  1.067  2.845  0.15
H  -2.836  -1.583  3.162  0.10
H  -2.583  -0.347  4.496  0.03
H  -4.613  1.001  3.794  0.13
H  -4.951  -0.234  2.434  0.11
H  -2.963  2.411  2.423  0.17
H  -4.680  2.282  -0.231  0.11
H  -4.263  3.643  1.003  0.12
H  -6.089  2.446  2.794  0.12
H  -8.010  3.830  1.568  0.08
H  -6.450  4.738  2.126  0.10
H  -6.666  4.400  0.241  0.09
Cl  -0.333  0.114  -7.387  0.60
C  -0.544  -1.562  -7.950  -0.63
C  -1.550  -2.329  -7.107  -0.64
Cl  -0.946  -2.646  -5.462  0.55
H  0.437  -2.047  -7.948  0.07
H  -0.893  -1.506  -8.986  0.08
H  -1.752  -3.303  -7.563  0.08
H  -2.499  -1.790  -7.022  0.07
Cl  3.957  4.302  3.726  0.57
C  4.233  3.453  5.267  -0.64
C  5.668  3.591  5.749  -0.64
Cl  6.813  2.701  4.714  0.60
H  3.952  2.404  5.132  0.07
H  3.551  3.896  5.999  0.07
H  5.764  3.175  6.756  0.07
H  5.984  4.638  5.782  0.07
Cl  6.543  2.790  -3.039  0.64
C  7.700  4.143  -3.073  -0.61
C  7.917  4.748  -1.695  -0.70
Cl  6.475  5.610  -1.104  0.55
H  7.331  4.887  -3.786  0.07
H  8.644  3.743  -3.456  0.08
H  8.729  5.480  -1.734  0.07
H  8.183  3.985  -0.957  -0.04
Cl  -6.750  -7.892  1.509  0.54
C  -5.460  -6.721  1.141  -0.68
C  -5.992  -5.485  0.432  -0.66
Cl  -6.544  -5.844  -1.223  0.54
H  -4.698  -7.231  0.544  0.05
H  -5.009  -6.436  2.096  0.07
H  -5.199  -4.736  0.346  0.03
H  -6.827  -5.035  0.978  0.07
Cl  -1.544  -6.621  0.942  0.53
C  -0.740  -8.200  1.121  -0.66
C  -1.735  -9.327  1.349  -0.66
Cl  -2.522  -9.217  2.943  0.54
H  -0.021  -8.125  1.942  0.07
H  -0.183  -8.378  0.196  0.07
H  -1.218  -10.291  1.318  0.08
H  -2.517  -9.336  0.583  0.07
Cl  -3.619  -6.681  -5.632  0.52
C  -5.044  -7.046  -4.628  -0.68
C  -5.446  -8.511  -4.711  -0.67
Cl  -6.098  -8.939  -6.313  0.54
H  -5.859  -6.387  -4.941  0.07
H  -4.779  -6.792  -3.597  0.04
H  -6.233  -8.723  -3.982  0.07
H  -4.600  -9.173  -4.501  0.07
Cl  -2.633  -0.358  6.875  0.57
C  -1.496  -1.710  7.105  -0.65
C  -1.112  -1.894  8.564  -0.66
Cl  -0.102  -0.556  9.167  0.54
H  -0.619  -1.527  6.476  0.07
H  -1.997  -2.611  6.736  0.08
H  -0.525  -2.811  8.681  0.08
H  -1.994  -1.971  9.207  0.07
Cl  9.053  4.266  1.065  0.65
C  8.768  5.475  2.342  -0.62
C  9.424  6.809  2.025  -0.66
Cl  11.202  6.719  2.097  0.54
H  9.132  5.062  3.288  0.07
H  7.685  5.603  2.420  0.07
H  9.116  7.559  2.759  0.07
H  9.143  7.171  1.031  0.07

M ... 1293.127 g/mol
Spin multiplicity ... 1
Charge ... +1
E ... -12355.68032 Ha



2.
A molecular structure, C37H78AlN2O8, computed with wB97M-V/def2-TZVPD.

Each line ends with the Löwdin charge.
Geometry (Å):
C  2.924  -2.571  0.532  -0.11
C  2.800  -3.688  -0.528  -0.24
C  3.872  -3.668  -1.635  -0.33
N  3.275  -3.587  -2.967  -0.08
Al  2.669  -1.891  -3.528  0.30
C  1.206  -1.200  -2.276  -0.17
C  0.431  -0.145  -2.955  -0.35
N  0.947  0.870  -3.541  0.08
C  4.157  -0.524  -3.659  -0.22
C  4.518  0.178  -2.335  -0.30
C  4.533  1.708  -2.368  -0.21
C  4.528  2.291  -0.946  -0.18
C  3.868  3.661  -0.771  -0.22
O  2.758  3.879  -1.623  -0.16
C  1.517  3.667  -0.998  -0.26
C  1.274  2.188  -0.683  -0.07
C  1.777  -2.130  -5.352  -0.20
O  0.950  -3.338  -5.339  -0.22
C  -0.209  -3.234  -6.088  -0.26
C  -1.397  -2.634  -5.352  -0.22
O  -1.503  -3.130  -4.040  -0.13
C  -2.596  -2.591  -3.346  -0.29
C  -2.330  -2.634  -1.848  -0.06
H  3.267  -2.980  1.483  0.06
H  1.978  -2.055  0.685  0.03
H  3.665  -1.833  0.226  0.06
H  1.830  -3.638  -1.016  0.08
H  2.827  -4.647  -0.010  0.09
H  4.602  -2.870  -1.429  0.09
H  4.433  -4.607  -1.566  0.09
H  3.883  -4.024  -3.646  0.03
H  0.534  -2.034  -2.058  0.04
H  1.614  -0.801  -1.344  0.04
H  -0.665  -0.255  -2.940  0.09
H  0.204  1.456  -3.917  0.04
H  5.064  -0.997  -4.049  0.04
H  3.854  0.219  -4.402  0.04
H  5.514  -0.149  -2.021  0.10
H  3.830  -0.109  -1.534  0.06
H  5.459  2.046  -2.842  0.11
H  3.709  2.094  -2.962  0.10
H  5.567  2.405  -0.628  0.11
H  4.065  1.584  -0.257  0.09
H  4.582  4.474  -0.915  0.11
H  3.539  3.738  0.271  0.11
H  0.750  4.009  -1.692  0.11
H  1.427  4.266  -0.085  0.10
H  1.735  1.933  0.271  0.05
H  1.739  1.589  -1.462  0.04
H  0.206  1.991  -0.619  0.08
H  2.501  -2.257  -6.167  0.05
H  1.132  -1.279  -5.585  0.04
H  -0.044  -2.590  -6.964  0.12
H  -0.485  -4.220  -6.477  0.12
H  -2.303  -2.911  -5.913  0.12
H  -1.337  -1.539  -5.349  0.11
H  -2.775  -1.553  -3.648  0.11
H  -3.513  -3.149  -3.559  0.10
H  -3.263  -2.734  -1.300  0.06
H  -1.669  -3.470  -1.629  0.08
H  -1.829  -1.722  -1.524  0.05
C  0.282  5.458  4.687  -0.16
C  -0.603  6.025  3.576  -0.18
C  0.290  5.847  2.356  -0.20
O  1.080  4.684  2.603  -0.15
C  0.958  4.293  3.975  -0.20
H  -0.271  5.143  5.571  0.11
H  1.024  6.201  4.994  0.11
H  -1.508  5.426  3.468  0.11
H  -0.902  7.060  3.725  0.11
H  0.957  6.707  2.222  0.12
H  -0.273  5.705  1.433  0.10
H  0.352  3.388  4.033  0.10
H  1.949  4.060  4.365  0.12
C  1.093  -0.456  2.334  -0.18
C  1.498  -1.186  3.614  -0.16
C  2.084  -0.052  4.443  -0.19
O  1.383  1.134  4.060  -0.16
C  0.609  0.879  2.882  -0.20
H  0.331  -0.975  1.754  0.12
H  1.963  -0.307  1.691  0.10
H  0.613  -1.596  4.108  0.11
H  2.203  -1.999  3.458  0.09
H  3.149  0.084  4.223  0.12
H  1.970  -0.202  5.518  0.11
H  -0.451  0.834  3.164  0.12
H  0.744  1.703  2.183  0.09
C  1.379  -4.426  7.391  -0.17
C  1.431  -5.581  6.393  -0.17
C  1.735  -4.848  5.092  -0.20
O  2.515  -3.707  5.451  -0.15
C  2.482  -3.517  6.864  -0.20
H  1.541  -4.729  8.424  0.11
H  0.412  -3.921  7.330  0.11
H  2.249  -6.259  6.645  0.11
H  0.511  -6.161  6.343  0.11
H  0.815  -4.506  4.604  0.12
H  2.297  -5.452  4.380  0.12
H  3.457  -3.794  7.281  0.12
H  2.304  -2.462  7.076  0.11
C  -8.099  -3.329  -3.280  -0.17
C  -7.728  -4.772  -3.618  -0.17
C  -6.206  -4.702  -3.628  -0.21
O  -5.847  -3.700  -2.677  -0.16
C  -7.001  -2.955  -2.292  -0.21
H  -9.098  -3.217  -2.862  0.11
H  -8.030  -2.705  -4.174  0.11
H  -8.072  -5.443  -2.827  0.11
H  -8.139  -5.121  -4.564  0.11
H  -5.827  -4.406  -4.612  0.12
H  -5.732  -5.642  -3.347  0.12
H  -7.277  -3.235  -1.269  0.12
H  -6.757  -1.892  -2.305  0.12
C  -5.169  7.326  1.190  -0.17
C  -4.760  5.912  0.781  -0.17
C  -3.243  6.037  0.723  -0.20
O  -2.886  7.015  1.703  -0.16
C  -4.053  7.699  2.157  -0.21
H  -6.157  7.383  1.645  0.11
H  -5.155  7.988  0.321  0.11
H  -5.052  5.198  1.554  0.11
H  -5.190  5.585  -0.164  0.11
H  -2.909  6.384  -0.260  0.12
H  -2.729  5.103  0.951  0.12
H  -4.284  7.365  3.175  0.12
H  -3.849  8.770  2.183  0.12

M ... 706.019 g/mol
Spin multiplicity ... 1
Charge ... -1
E ... -2410.35478 Ha



3.
7 unconnected molecules or ions with the total composition C37H81F12N6O15S4 at a distorted geometry, computed with wB97M-V/def2-TZVPD.

Each line ends with the Löwdin charge.
Geometry (Å):
C  17.973  13.693  7.037  -0.06
C  16.634  12.974  7.172  -0.11
N  16.463  11.984  8.418  -0.19
C  16.443  12.702  9.760  0.00
C  15.067  11.263  8.239  -0.15
C  14.873  10.281  7.111  -0.06
C  17.660  10.991  8.438  -0.08
C  17.562  9.815  9.383  -0.21
O  17.553  10.151  10.737  -0.18
C  18.775  10.585  11.298  -0.09
H  18.600  13.061  6.408  0.08
H  18.634  13.824  7.894  0.09
H  18.032  14.505  6.312  0.09
H  16.498  12.430  6.238  0.12
H  15.753  13.611  7.245  0.12
H  17.295  13.378  9.821  0.10
H  16.298  12.054  10.624  0.09
H  15.644  13.443  9.764  0.08
H  14.272  12.003  8.329  0.13
H  14.965  10.718  9.177  0.12
H  14.751  10.797  6.159  0.08
H  13.899  9.799  7.198  0.09
H  15.643  9.510  7.076  0.08
H  18.574  11.559  8.613  0.13
H  17.617  10.554  7.440  0.13
H  18.468  9.248  9.167  0.14
H  16.716  9.170  9.145  0.13
H  19.541  9.816  11.400  0.10
H  18.635  11.003  12.295  0.08
H  19.129  11.497  10.819  0.09
C  19.895  14.061  14.080  -0.04
C  19.572  14.429  15.577  -0.10
N  20.278  15.763  16.025  -0.23
C  19.898  16.154  17.416  0.00
C  21.860  15.468  15.991  -0.12
C  22.839  16.663  16.229  -0.04
C  19.990  16.988  15.069  -0.02
C  18.465  17.333  14.869  -0.18
O  17.865  17.800  16.057  -0.21
C  16.493  18.185  16.052  -0.06
H  19.208  13.254  13.824  0.05
H  20.900  13.691  13.874  0.08
H  19.683  14.851  13.359  0.07
H  20.023  13.787  16.334  0.12
H  18.488  14.425  15.695  0.11
H  20.347  17.129  17.605  0.11
H  20.346  15.388  18.048  0.11
H  18.824  16.232  17.589  0.10
H  22.072  15.122  14.979  0.10
H  22.019  14.606  16.639  0.12
H  22.545  17.352  17.021  0.08
H  23.080  17.074  15.249  0.09
H  23.826  16.323  16.543  0.09
H  20.494  16.810  14.119  0.13
H  20.423  17.915  15.446  0.14
H  17.858  16.500  14.513  0.09
H  18.434  18.109  14.104  0.11
H  15.964  17.739  15.210  0.07
H  16.395  19.269  16.003  0.07
H  16.105  17.882  17.025  0.09
C  14.135  17.346  8.067  -0.06
C  12.634  17.518  7.999  -0.14
N  11.879  17.207  9.349  -0.20
C  12.596  17.825  10.539  0.01
C  10.373  17.712  9.314  -0.12
C  9.545  17.288  8.070  -0.06
C  11.999  15.655  9.488  -0.07
C  11.198  14.972  10.638  -0.17
O  11.262  15.700  11.876  -0.21
C  10.948  14.892  12.980  -0.10
H  14.599  18.148  8.642  0.08
H  14.443  17.277  7.023  0.10
H  14.524  16.420  8.490  0.06
H  12.249  16.864  7.215  0.12
H  12.412  18.576  7.857  0.13
H  13.464  17.237  10.839  0.08
H  11.837  17.835  11.321  0.09
H  12.917  18.855  10.385  0.11
H  10.451  18.794  9.216  0.12
H  9.787  17.467  10.200  0.12
H  8.525  17.665  8.143  0.09
H  9.399  16.210  7.997  0.08
H  10.032  17.746  7.209  0.07
H  13.059  15.425  9.602  0.09
H  11.689  15.165  8.565  0.13
H  11.666  13.998  10.780  0.12
H  10.157  14.738  10.414  0.12
H  11.664  14.080  13.109  0.08
H  10.113  14.210  12.818  0.09
H  10.943  15.526  13.866  0.11
C  16.385  20.706  13.338  -0.05
C  15.524  21.881  12.836  -0.15
N  16.341  23.038  12.251  -0.23
C  17.388  23.448  13.318  0.03
C  17.154  22.647  11.000  -0.12
C  16.310  22.015  9.857  -0.02
C  15.338  24.200  11.968  -0.04
C  15.972  25.530  11.463  -0.18
O  16.058  25.598  10.021  -0.22
C  16.321  26.979  9.578  -0.05
H  15.769  19.807  13.327  0.08
H  16.727  20.816  14.367  0.07
H  17.243  20.427  12.726  0.07
H  15.019  22.231  13.736  0.12
H  14.709  21.675  12.142  0.12
H  16.959  23.620  14.305  0.11
H  18.040  24.250  12.972  0.11
H  18.082  22.656  13.600  0.09
H  17.772  21.847  11.408  0.10
H  17.795  23.465  10.672  0.13
H  15.725  21.179  10.241  0.07
H  17.013  21.766  9.061  0.10
H  15.653  22.698  9.319  0.07
H  14.749  24.280  12.882  0.12
H  14.556  23.869  11.285  0.13
H  16.892  25.945  11.875  0.12
H  15.295  26.357  11.677  0.11
H  17.227  27.361  10.049  0.09
H  15.406  27.511  9.840  0.09
H  16.439  26.995  8.494  0.09
O  18.263  17.000  6.936  0.01
C  18.164  18.354  6.894  -0.83
O  17.191  18.893  7.492  -0.09
O  18.914  18.923  6.016  -0.09
H  17.436  16.857  7.402  0.03
C  25.039  22.458  14.003  -0.65
F  25.575  23.471  13.256  0.11
F  25.227  21.324  13.380  0.16
F  25.555  22.376  15.224  0.13
S  23.172  22.802  14.343  0.70
O  22.669  21.644  15.074  -0.33
O  23.184  24.032  15.087  -0.31
N  22.522  23.117  12.706  -0.28
S  21.916  21.795  12.408  0.51
O  22.847  20.641  12.179  -0.36
O  20.720  21.468  13.226  -0.39
C  21.276  22.149  10.587  -0.61
F  20.490  23.244  10.591  0.10
F  22.367  22.433  9.830  0.12
F  20.610  21.042  10.265  0.12
C  16.202  13.935  13.147  -0.56
F  15.035  13.283  13.161  0.13
F  16.555  14.100  14.456  0.10
F  17.161  13.171  12.516  0.08
S  15.800  15.617  12.294  0.70
O  14.920  15.318  11.149  -0.33
O  15.227  16.411  13.366  -0.30
N  17.392  16.160  11.918  -0.28
S  17.179  16.997  10.716  0.53
O  17.170  16.308  9.408  -0.32
O  16.115  18.007  10.850  -0.33
C  18.859  18.012  10.759  -0.58
F  19.913  17.248  10.336  0.11
F  18.702  18.964  9.805  0.12
F  19.098  18.529  11.944  0.14

M ... 1206.326 g/mol
Spin multiplicity ... 1
Charge ... +1
E ... -5705.96910 Ha